Entry 1:
Molecular formula: C32H30BCl4N2O4RuS2
Method: DFT, the ωB97M-V functional and the def2-TZVPD basis

Properties
* E: -4404.98400 Eh
* energy above the lowest of the compared OMol25 structures with the same formula, charge and spin: 16.46 kcal/mol
* molecular weight: 824.43 g/mol
* expectation value of S²: 0.754
* frontier orbital gap (alpha / beta): 4.7 / 5.1 eV
* multiplicity: 2
* LUMO level (alpha / beta): 4.04 / 4.04 eV
* net charge: -2

The geometry in XYZ format:
```
76
C32H30BCl4N2O4RuS2, DFT the ωB97M-V functional and the def2-TZVPD basis
Ru 0.2916 0.1902 -0.2778
C -2.6176 -1.2973 -0.6990
N -1.5572 -1.6190 0.2511
C -1.9110 -1.3165 1.6350
C -1.4138 0.0408 2.1149
N 0.0554 0.2184 1.9553
C 0.7989 -0.8683 2.6286
C 0.4284 1.5053 2.5567
C 0.2366 1.6697 3.9270
C 0.5302 2.8547 4.5777
C 1.0376 3.9173 3.8421
C 1.2548 3.7605 2.4881
C 0.9650 2.5666 1.8155
S 1.3122 2.5371 0.0865
C -1.0227 -2.9459 0.0794
C -1.8585 -4.0447 0.2673
C -1.3979 -5.3444 0.1430
C -0.0552 -5.5384 -0.1777
C 0.7818 -4.4580 -0.3642
C 0.3335 -3.1241 -0.2495
S 1.4804 -1.8429 -0.5074
H -3.4744 -1.9855 -0.6139
H -2.2170 -1.3491 -1.7120
H -2.9546 -0.2775 -0.5232
H -1.5083 -2.1014 2.2769
H -3.0033 -1.3321 1.7726
H -1.6911 0.1308 3.1750
H -1.8907 0.8448 1.5548
H 0.4652 -1.0006 3.6664
H 1.8571 -0.6241 2.5997
H 0.6620 -1.7964 2.0817
H -0.1603 0.8454 4.5060
H 0.3627 2.9453 5.6442
H 1.2746 4.8589 4.3236
H 1.6733 4.5714 1.9053
H -2.8986 -3.8639 0.5206
H -2.0651 -6.1848 0.2931
H 0.3400 -6.5434 -0.2830
H 1.8250 -4.6143 -0.6125
Cl -4.3263 3.8573 -3.9103
C -3.0108 2.8079 -3.4685
C -2.2123 2.2344 -4.4357
Cl -2.5125 2.5567 -6.1198
C -1.1529 1.3931 -4.0608
Cl -0.1568 0.6405 -5.2690
C -0.8567 1.1145 -2.7211
O 0.1052 0.3304 -2.3600
C -1.6926 1.7232 -1.7077
O -1.4449 1.4531 -0.4592
C -2.7440 2.5403 -2.1146
Cl -3.7530 3.2191 -0.8671
C 8.7751 -1.1972 -1.1590
C 8.1546 0.1843 -1.4118
C 8.0422 0.3755 -2.9251
C 9.0999 1.2652 -0.8671
C 6.7964 0.2837 -0.7096
C 6.7291 0.1123 0.6687
C 5.5181 0.1776 1.3708
C 4.3705 0.4284 0.6553
O 3.1038 0.5262 1.0943
B 2.2651 0.8284 -0.0852
O 3.1945 0.8360 -1.2220
C 4.4206 0.6136 -0.7307
C 5.6127 0.5420 -1.4218
H 9.7465 -1.2794 -1.6579
H 8.1203 -1.9823 -1.5413
H 8.9224 -1.3765 -0.0935
H 9.0328 0.2873 -3.3798
H 7.6418 1.3596 -3.1747
H 7.3940 -0.3784 -3.3742
H 10.0733 1.2148 -1.3664
H 9.2586 1.1444 0.2052
H 8.6759 2.2576 -1.0314
H 7.6357 -0.0857 1.2302
H 5.4806 0.0325 2.4434
H 5.5992 0.6786 -2.4938
```



Entry 2:
Molecular formula: C27H41AsO5ReS8Si
Method: DFT, the ωB97M-V functional and the def2-TZVPD basis

Properties
* E: -7218.75169 Eh
* energy above the lowest of the compared OMol25 structures with the same formula, charge and spin: 17.79 kcal/mol
* molecular weight: 991.37 g/mol
* frontier orbital gap: 6.6 eV
* multiplicity: 1
* LUMO level: -4.72 eV
* net charge: +1

The geometry in XYZ format:
```
84
C27H41AsO5ReS8Si, DFT the ωB97M-V functional and the def2-TZVPD basis
Re 0.6254 -1.4272 0.0322
S 0.0797 -2.6317 4.7081
C 0.5818 -2.5596 3.1714
S 2.2545 -2.8289 2.8109
S -0.5348 -2.0647 1.9023
S 2.9757 -4.7037 -2.4050
As 3.3113 -2.7069 -2.3618
S 1.4616 -1.5177 -2.2149
S 2.3991 -2.4423 0.7627
S 5.0149 -1.6505 -2.4808
O -0.8515 -2.5551 -0.7209
S -1.2920 -2.9815 -2.1657
C -0.9215 -4.7702 -2.1620
C -1.1152 -5.3987 -0.8172
C -2.3368 -5.9492 -0.4410
C -2.5037 -6.4705 0.8339
C -1.4494 -6.4517 1.7358
C -0.2197 -5.9313 1.3548
C -0.0529 -5.4073 0.0831
C -3.0756 -2.9334 -1.9045
C -3.4498 -1.5200 -1.5580
C -3.6166 -0.5651 -2.5557
C -3.9109 0.7474 -2.2188
C -4.0365 1.1103 -0.8849
C -3.8735 0.1593 0.1130
C -3.5781 -1.1536 -0.2216
H 0.1168 -4.8193 -2.4963
H -1.5673 -5.1827 -2.9407
H -3.1551 -5.9991 -1.1506
H -3.4541 -6.9017 1.1186
H -1.5803 -6.8593 2.7292
H 0.6122 -5.9425 2.0476
H 0.9094 -5.0141 -0.2254
H -3.3002 -3.6311 -1.0989
H -3.5185 -3.2771 -2.8416
H -3.5228 -0.8472 -3.5985
H -4.0495 1.4850 -2.9979
H -4.2725 2.1335 -0.6239
H -3.9831 0.4370 1.1532
H -3.4520 -1.8986 0.5553
C 3.8976 3.5351 1.2676
C 3.8577 2.2826 0.4075
C 4.9270 2.3215 -0.6688
C 3.9743 1.0199 1.2476
O 2.5918 2.2542 -0.3142
Si 1.0861 2.0101 0.1635
O 0.8171 0.2979 0.2754
O 0.0103 2.3548 -0.9758
C -0.0212 3.4585 -1.9261
C 0.9244 3.1246 -3.0689
C 0.3839 4.7424 -1.2175
C -1.4607 3.5283 -2.4051
O 0.8257 2.5435 1.6476
C -0.2680 2.4677 2.5983
C -1.5317 1.9548 1.9216
C 0.1824 1.5188 3.6979
C -0.4664 3.8783 3.1247
H 4.8662 3.6116 1.7631
H 3.1182 3.5134 2.0288
H 3.7625 4.4223 0.6476
H 5.9186 2.3328 -0.2149
H 4.8158 3.2179 -1.2796
H 4.8452 1.4475 -1.3137
H 4.9275 1.0087 1.7770
H 3.9330 0.1387 0.6043
H 3.1750 0.9663 1.9920
H 0.6343 2.1799 -3.5313
H 0.8858 3.9069 -3.8278
H 1.9496 3.0373 -2.7095
H 1.4152 4.6843 -0.8620
H -0.2744 4.9357 -0.3686
H 0.3150 5.5876 -1.9026
H -1.7490 2.5809 -2.8625
H -1.5750 4.3226 -3.1430
H -2.1313 3.7314 -1.5688
H -1.4058 0.9248 1.5791
H -1.8022 2.5786 1.0683
H -2.3562 1.9685 2.6356
H 0.3576 0.5201 3.2903
H -0.5814 1.4411 4.4725
H 1.1049 1.8777 4.1550
H -0.7763 4.5458 2.3195
H 0.4626 4.2562 3.5513
H -1.2342 3.8896 3.8987
```



Entry 3:
Molecular formula: C21H24N2O7
Method: DFT, the ωB97M-V functional and the def2-TZVPD basis

Properties
* E: -1450.83642 Eh
* energy above the lowest of the compared OMol25 structures with the same formula, charge and spin: 65.38 kcal/mol
* molecular weight: 416.43 g/mol
* frontier orbital gap: 8.8 eV
* multiplicity: 1
* LUMO level: 0.33 eV
* net charge: 0

The geometry in XYZ format:
```
54
C21H24N2O7, DFT the ωB97M-V functional and the def2-TZVPD basis
C -0.1065 3.1037 -2.6237
O -1.1698 2.4079 -2.0192
C -0.9539 1.1271 -1.5797
C 0.2691 0.4845 -1.7097
C 0.4448 -0.8217 -1.2602
C 1.7671 -1.4784 -1.3341
O 2.0543 -2.5173 -0.7992
O 2.6575 -0.7400 -2.0440
C 4.0209 -1.1150 -1.9460
C 4.7351 -0.4191 -0.7744
O 5.9176 -0.5823 -0.5707
N 3.9318 0.3699 -0.0456
C 4.3039 1.0225 1.1876
C 3.8334 2.4783 1.1759
C 2.3353 2.3995 1.5026
C 2.1351 1.0749 2.2669
C 3.5233 0.4281 2.3638
C -0.6103 -1.5090 -0.6744
C -1.8388 -0.8832 -0.5391
N -2.9467 -1.5004 0.0309
C -3.0685 -2.7760 0.5054
O -2.1901 -3.6123 0.5168
C -4.4181 -3.0544 1.0235
C -4.9171 -4.2100 1.5689
C -6.2624 -3.9417 1.8988
C -6.4863 -2.6482 1.5330
O -5.3838 -2.1013 1.0042
C -2.0247 0.4470 -0.9760
O -3.2880 0.9264 -0.7676
C -3.5862 2.3022 -0.8743
H 0.2460 2.5982 -3.5275
H 0.7303 3.2452 -1.9322
H -0.5161 4.0764 -2.8922
H 1.1007 0.9862 -2.1745
H 4.1089 -2.1971 -1.7989
H 4.5052 -0.8348 -2.8831
H 2.9561 0.4286 -0.2907
H 5.3854 0.9132 1.2891
H 4.0293 2.9618 0.2199
H 4.3632 3.0285 1.9529
H 2.0193 3.2568 2.0952
H 1.7417 2.4019 0.5869
H 1.4479 0.4211 1.7274
H 1.7126 1.2434 3.2561
H 4.0138 0.7095 3.2953
H 3.4788 -0.6583 2.3119
H -0.4706 -2.5192 -0.3265
H -3.7680 -0.9097 0.0724
H -4.3752 -5.1221 1.7067
H -6.9648 -4.6149 2.3448
H -7.3586 -2.0275 1.5963
H -2.9195 2.9059 -0.2559
H -3.5363 2.6484 -1.9073
H -4.6081 2.3968 -0.5067
```



Q: What is the molecular weight in the third record?
A: 416.43 g/mol